Molecular formula: C20H27CuN3O
Method: DFT, ωB97M-V with the def2-TZVPD basis set

XYZ file:
```
52
Properties=species:S:1:pos:R:3
Cu 0.699 -0.007 0.772
C -2.062 -1.083 1.309
C -1.385 -0.435 2.332
C -0.040 -0.982 2.423
C 0.056 -1.989 1.429
C -1.182 -2.041 0.737
C -1.448 -2.931 -0.432
C 1.181 -2.967 1.257
C 0.833 -0.861 3.639
C -1.917 0.690 3.158
C -3.448 -0.746 0.851
H -2.424 -2.745 -0.878
H -1.408 -3.988 -0.151
H -0.699 -2.787 -1.216
H 0.971 -3.935 1.721
H 2.104 -2.596 1.708
H 1.394 -3.159 0.203
H 0.794 0.141 4.066
H 1.882 -1.057 3.410
H 0.529 -1.566 4.418
H -2.669 0.347 3.875
H -2.398 1.452 2.539
H -1.128 1.184 3.724
H -3.811 -1.447 0.100
H -3.511 0.255 0.411
H -4.163 -0.765 1.676
N 2.706 4.330 -0.801
C 2.145 3.107 -0.571
O 1.558 2.520 -1.461
C 2.413 2.519 0.800
C 1.231 1.785 1.427
H 2.529 4.764 -1.691
H 3.083 4.877 -0.049
H 2.782 3.326 1.448
H 3.278 1.857 0.665
H 0.336 2.417 1.371
H 1.440 1.654 2.493
N 1.975 -0.108 -3.202
C 2.122 -0.269 -1.866
N 0.989 -0.279 -1.224
C 0.015 -0.088 -2.199
C -1.365 0.025 -2.064
C -2.100 0.233 -3.211
C -1.479 0.333 -4.470
C -0.111 0.231 -4.612
C 0.618 0.024 -3.446
H 2.727 0.021 -3.855
H 3.091 -0.344 -1.403
H -1.828 -0.057 -1.091
H -3.175 0.329 -3.144
H -2.091 0.496 -5.347
H 0.362 0.314 -5.581
```

Computed properties:
2S+1 = 2
ΔE to the lowest compared entry with this formula, charge and spin = 0.000 eV
Gap between HOMO and LUMO (spin up / spin down) = 6.95 / 6.85 eV
Strongest force on any atom = 0.5 eV Å⁻¹
LUMO level (spin up / spin down) = 0.022 / 0.001 hartree
M = 389.002 g mol⁻¹